Molecular formula: CH4O3
Method: DFT, ωB97M-V/def2-TZVPD

The orbital gap (spin up / spin down) comes out at 9.35 / 9.35 eV. The calculation puts the HOMO energy (spin up / spin down) at -9.158 / -9.161 eV. Its net charge is 0.

Positions of all 8 atoms, in Å:
C  1.149  -1.019  0.015
O  -0.666  0.818  0.241
O  2.340  0.830  -0.266
O  2.000  -0.210  0.404
H  1.234  -1.901  0.739
H  0.688  -1.131  -0.887
H  -0.730  1.785  0.166
H  -1.412  0.512  0.761